# C41H48BF3MoN7O3S4

C41H48BF3MoN7O3S4 as an isolated structure in a non-equilibrium geometry (ωB97M-V/def2-TZVPD, the OMol25 dataset).

Geometry as XYZ:
```
108
C41H48BF3MoN7O3S4 ωB97M-V/def2-TZVPD
Mo -14.39758 -15.55231 -2.62823
C -10.25456 -16.06205 -4.41533
C -9.35435 -15.81081 -3.20846
C -8.99824 -14.29390 -3.06296
C -8.10442 -16.67020 -3.35335
N -9.98574 -16.26772 -1.90938
C -9.31903 -15.88697 -0.75746
C -10.12243 -16.17643 0.29834
N -11.28538 -16.67615 -0.20651
B -12.47967 -16.71689 0.74793
N -13.41496 -17.86512 0.34474
C -12.89011 -19.11221 0.46855
C -13.78488 -19.99909 0.03241
N -14.81481 -19.31850 -0.48532
C -14.60518 -17.99205 -0.28757
S -15.56727 -16.63255 -0.71780
C -15.98429 -20.08802 -1.12898
C -17.21110 -19.17148 -1.28882
C -16.38904 -21.21161 -0.21011
C -15.46619 -20.52306 -2.51780
N -13.14211 -15.30796 0.88184
C -13.77641 -15.04392 2.06645
C -14.22773 -13.75769 2.01558
N -13.87397 -13.25636 0.78617
C -13.21444 -14.21768 0.09603
S -12.57960 -14.23736 -1.52060
C -13.91922 -11.75269 0.63623
C -13.39359 -11.26978 -0.69916
C -15.38998 -11.25327 0.82852
C -13.06087 -11.12140 1.81881
C -11.21784 -16.68479 -1.55143
S -12.51103 -17.22716 -2.59250
H -9.68108 -15.81957 -5.35576
H -11.16896 -15.41515 -4.39724
H -10.52669 -17.08037 -4.54059
H -8.58877 -14.00564 -4.08467
H -8.30537 -14.05625 -2.31212
H -9.90213 -13.70071 -2.91888
H -7.49832 -16.43123 -4.23149
H -8.37964 -17.69701 -3.37480
H -7.43196 -16.53451 -2.51151
H -8.32054 -15.46658 -0.78161
H -9.92346 -16.14423 1.35569
H -12.03314 -16.98387 1.83752
H -11.94615 -19.27897 0.93428
H -13.69261 -21.09271 -0.03449
H -17.58125 -18.81185 -0.34663
H -18.03023 -19.78589 -1.67401
H -17.04768 -18.30548 -1.89497
H -16.66635 -20.88189 0.80980
H -15.63411 -21.96633 0.01007
H -17.27593 -21.74328 -0.68099
H -15.01610 -19.70274 -3.08895
H -16.38220 -20.84906 -3.07486
H -14.76884 -21.31137 -2.43330
H -13.88930 -15.79302 2.81983
H -14.75809 -13.17906 2.70984
H -14.05474 -11.48493 -1.53397
H -12.41016 -11.66187 -0.96121
H -13.30003 -10.20416 -0.63847
H -16.00603 -11.60362 0.00142
H -15.29433 -10.16249 0.73305
H -15.79407 -11.47808 1.81776
H -12.12489 -11.64596 1.92730
H -13.67905 -11.10653 2.70226
H -12.79579 -10.10719 1.50478
F -13.60979 -16.12728 -8.94988
C -14.07710 -16.48365 -7.77221
F -13.45131 -17.60033 -7.38291
F -15.36536 -16.85381 -7.95352
C -13.88488 -15.31953 -6.81239
C -13.52031 -14.03887 -7.24847
C -13.31409 -13.04846 -6.28952
C -13.53683 -13.35266 -4.95925
N -13.79862 -14.60662 -4.52045
C -14.01806 -15.56989 -5.42490
S -14.46096 -17.08872 -4.68673
H -13.34381 -13.81134 -8.28664
H -13.13883 -12.03033 -6.60740
H -13.50784 -12.62306 -4.14678
O -16.40224 -15.41536 -3.51908
C -17.46025 -14.55134 -3.06982
C -16.70682 -13.69314 -2.04766
O -17.23429 -12.76173 -1.48505
O -15.43498 -13.99439 -1.87532
C -17.91434 -13.73926 -4.26860
C -19.18830 -13.17805 -4.29517
C -19.55156 -12.33276 -5.33612
C -18.62237 -11.87565 -6.24668
C -17.30292 -12.35878 -6.17642
C -17.00938 -13.30418 -5.19525
C -18.61576 -15.29404 -2.37397
C -19.33532 -14.76063 -1.32137
C -20.45987 -15.45027 -0.84792
C -20.86589 -16.62051 -1.46420
C -20.12755 -17.18983 -2.50428
C -19.01290 -16.49604 -2.96316
H -16.64117 -16.17018 -4.09760
H -19.94918 -13.40443 -3.56210
H -20.51921 -11.90286 -5.47972
H -18.90473 -11.13078 -6.99693
H -16.49320 -12.02821 -6.81658
H -15.98198 -13.64872 -5.16693
H -19.00892 -13.84250 -0.85820
H -21.08685 -15.04039 -0.07522
H -21.79488 -17.10551 -1.16861
H -20.36965 -18.14155 -2.99655
H -18.46724 -16.92606 -3.75274
```

The expectation value of S² is 2.028. The total charge is +1. The calculation puts the energy above the lowest of the compared OMol25 structures with the same formula, charge and spin at 0.00 kJ/mol. Its HOMO-LUMO gap (alpha / beta) is 7.66 / 7.71 eV. As for the total energy: -113896.6430 eV. The calculation puts the highest occupied orbital energy (alpha / beta) at -10.4 / -10.8 eV. Its largest force on an atom is 3.30 eV/Å. The LUMO energy (alpha / beta) comes out at -0.0998 / -0.1142 Eh. As for the spin multiplicity: 3.